1.
ORCA calculation (wB97M-V/def2-TZVPD) on a cluster of 2 separate species, C4H11N2OPS in total in a non-equilibrium geometry.

Properties
Structure (SMILES): CC(C)=C=S.NP(N)O
HOMO, Ha: -0.301
Multiplicity: 1
Max |F|, eV/A: 4.6
Frontier orbital gap, eV: 8.191
Lowest unoccupied orbital energy, eV: -0.01
Relative energy (zero: lowest compared OMol25 entry of this formula, charge and spin), kcal per mole: 47.6

```
20
Properties=species:S:1:pos:R:3:forces:R:3
C -0.8930 2.8541 -2.4720 0.419 -2.736 2.389
C -0.4166 1.5651 -1.8473 0.916 -0.197 0.093
C -0.7707 0.2511 -2.5985 -1.914 1.893 2.421
C 0.4916 1.6353 -0.9186 1.025 -0.919 1.320
S 1.6076 1.5674 0.2284 -1.170 0.276 -1.143
H -1.8993 2.7938 -2.5511 -3.299 0.092 -0.572
H -0.4407 2.9960 -3.3425 1.640 0.193 -4.294
H -0.6319 3.6919 -1.9667 0.659 2.413 2.212
H -0.3094 0.4384 -3.5303 0.413 -0.991 -1.233
H -1.8730 0.3312 -2.6492 0.340 -0.113 -0.700
H -0.6615 -0.6578 -2.0069 0.978 0.067 -0.458
N 1.9832 -1.8216 2.2845 -1.068 -0.179 0.238
P 0.2992 -2.0564 2.6943 0.851 -0.352 0.627
N 0.3393 -1.5769 4.3410 -0.171 1.734 0.349
O 0.6350 -3.6440 2.9086 -1.391 -1.632 0.152
H 2.2045 -0.8565 2.3887 0.371 0.905 -0.169
H 2.1277 -2.0944 1.3210 0.186 0.047 -0.093
H 1.2098 -1.2049 4.6930 0.967 -0.870 -0.071
H -0.2289 -0.7699 4.6151 -0.733 -0.605 -0.663
H -0.1483 -4.2106 3.1363 0.978 0.975 -0.403
```
Positions in Å, forces in eV/Å.

2.
ORCA calculation (wB97M-V/def2-TZVPD) on an isolated molecule of C7H8S in a non-equilibrium geometry.

Properties
HOMO, Ha: -0.289
Multiplicity: 1
Max |F|, eV/A: 5.9
Frontier orbital gap, eV: 7.741
Lowest unoccupied orbital energy, eV: -0.13
Relative energy (zero: lowest compared OMol25 entry of this formula, charge and spin), kcal per mole: 69.4

```
16
Properties=species:S:1:pos:R:3:forces:R:3
C -0.2947 -0.5669 0.0775 -1.239 -1.064 -0.283
C -1.3660 0.4257 0.0752 1.622 0.563 0.627
C 0.9179 -0.2476 -0.2695 2.936 0.603 0.721
C -2.6065 0.0687 0.1819 -1.506 0.446 -0.245
C 2.1798 0.0795 -0.5748 -3.237 -0.926 -0.127
C -0.7264 -1.9769 0.4314 1.017 -0.995 -0.870
C -0.9036 1.8719 0.1905 -5.845 -0.391 0.349
S -4.1548 -0.1705 0.1961 0.484 -0.135 0.093
H 3.0895 0.2507 -0.0696 0.290 0.269 1.405
H 2.2966 0.1286 -1.6094 0.518 -0.023 -1.871
H -1.7406 -2.2952 0.1688 0.169 0.493 -0.781
H -0.7846 -2.1093 1.4958 0.599 0.046 0.733
H 0.0136 -2.6813 -0.0266 -0.753 0.312 0.663
H -0.4121 1.9706 1.0905 1.186 0.409 1.959
H -1.9212 2.4578 0.2378 2.267 -0.459 -0.185
H -0.3220 2.1456 -0.6005 1.489 0.851 -2.189
```
Positions in Å, forces in eV/Å.

3.
ORCA calculation (wB97M-V/def2-TZVPD) on a cluster of 2 separate species, C2H2NO2S in total in a non-equilibrium geometry.

Properties
HOMO, Ha: -0.112
Multiplicity: 1
Net charge: -1
Max |F|, eV/A: 3.0
Frontier orbital gap, eV: 6.707
Lowest unoccupied orbital energy, eV: 3.65
Relative energy (zero: lowest compared OMol25 entry of this formula, charge and spin), kcal per mole: 118.2

```
8
Properties=species:S:1:pos:R:3:forces:R:3
C 0.1901 1.8573 0.3250 0.311 0.541 -0.233
C -0.0072 3.0014 0.6118 -1.551 2.126 1.493
N 0.4427 -1.8343 -0.6149 0.059 -0.024 0.675
O 1.0339 -1.3009 0.3688 0.143 0.395 -0.040
O -1.1264 -3.5421 -1.5343 -0.456 -0.464 0.083
S -0.5888 -3.0279 -0.2287 0.212 0.215 -0.772
H 0.4996 0.9102 -0.0031 0.194 -1.119 -0.116
H -0.4439 3.9364 1.0754 1.089 -1.671 -1.091
```
Positions in Å, forces in eV/Å.

4.
ORCA calculation (wB97M-V/def2-TZVPD) on an isolated molecule of C19H26O5 in a non-equilibrium geometry.

Properties
Structure (SMILES): CC(=O)OCCCCCC[C@@H]1OC(=O)O[C@@H]1Cc1cccc(C)c1
HOMO, Ha: -0.342
Multiplicity: 1
Max |F|, eV/A: 1.2
Frontier orbital gap, eV: 9.928
Lowest unoccupied orbital energy, eV: 0.62
Relative energy (zero: lowest compared OMol25 entry of this formula, charge and spin), kcal per mole: 7.3

```
50
Properties=species:S:1:pos:R:3:forces:R:3
C -5.5559 -5.0608 1.5715 0.017 0.199 -0.056
C -5.1044 -3.9006 0.7286 -0.252 0.188 0.034
O -5.3388 -3.7755 -0.4427 0.203 -0.086 -0.148
O -4.4244 -2.9820 1.4467 0.474 -0.453 0.013
C -3.5017 -2.1519 0.7066 -0.227 0.183 0.194
C -2.2990 -1.8504 1.5976 -0.202 0.688 0.048
C -2.1915 -0.3672 1.9838 0.117 -0.218 -0.107
C -0.8129 -0.0402 2.5756 -0.358 0.134 -0.400
C 0.2202 0.3112 1.4822 0.217 -0.078 0.406
C 1.5798 -0.4131 1.6314 0.056 0.135 0.067
C 1.9928 -1.1027 0.3561 -0.324 0.221 -0.215
O 3.3082 -1.6950 0.3665 -0.292 -0.357 0.137
C 3.4301 -2.2259 -0.8893 0.150 0.049 0.233
O 4.1672 -3.1109 -1.1757 0.013 0.087 -0.121
O 2.5785 -1.5964 -1.7276 0.036 0.283 0.096
C 2.0605 -0.4063 -0.9990 0.688 -0.785 -0.619
C 3.1149 0.6854 -1.2399 -0.273 0.322 -0.051
C 2.5589 2.0836 -1.3564 0.021 0.015 0.058
C 2.0368 2.7333 -0.2459 0.006 0.131 -0.017
C 1.4949 4.0072 -0.3560 0.113 -0.225 -0.038
C 1.4901 4.6518 -1.5841 -0.028 -0.046 0.253
C 2.0327 4.0335 -2.7053 0.012 0.040 -0.109
C 2.0612 4.7602 -4.0247 -0.033 0.043 0.227
C 2.5601 2.7520 -2.5782 -0.120 -0.005 0.078
H -4.7579 -5.3867 2.2343 -0.010 0.009 0.035
H -5.8560 -5.8638 0.9065 -0.102 -0.033 0.054
H -6.4012 -4.7377 2.1792 -0.024 -0.088 0.036
H -4.0285 -1.2342 0.4435 0.030 0.009 -0.141
H -3.2155 -2.6651 -0.2082 -0.101 -0.030 -0.046
H -2.4051 -2.4208 2.5194 0.229 -0.254 -0.081
H -1.3703 -2.1174 1.0894 -0.008 -0.278 0.043
H -2.9897 -0.1056 2.6802 -0.040 -0.038 0.018
H -2.3447 0.2363 1.0844 -0.039 0.124 0.056
H -0.4663 -0.8967 3.1558 -0.018 0.046 0.163
H -0.9294 0.8103 3.2465 0.170 -0.071 0.169
H 0.3913 1.3824 1.5384 -0.049 0.072 -0.221
H -0.2059 0.1249 0.4948 -0.028 -0.102 -0.029
H 1.4523 -1.1942 2.3816 0.252 -0.016 0.051
H 2.3556 0.2593 2.0017 0.061 0.015 -0.086
H 1.3087 -1.9466 0.2037 -0.263 0.157 0.052
H 1.1141 -0.1660 -1.4739 -0.111 0.002 0.159
H 3.5736 0.4189 -2.1918 0.064 0.045 0.007
H 3.9037 0.6484 -0.4876 -0.055 -0.087 0.102
H 2.0706 2.2467 0.7173 0.021 -0.023 0.075
H 1.0855 4.4762 0.5290 -0.023 0.132 -0.051
H 1.0703 5.6472 -1.6591 -0.008 0.021 -0.080
H 2.2176 4.0742 -4.8539 -0.004 0.021 -0.057
H 1.1279 5.3028 -4.1737 -0.022 -0.042 -0.109
H 2.8609 5.5026 -4.0276 0.064 -0.029 -0.069
H 2.9796 2.2652 -3.4518 0.000 -0.026 -0.011
```
Positions in Å, forces in eV/Å.

5.
ORCA calculation (wB97M-V/def2-TZVPD) on a cluster of 2 separate species, C7H9BrO4 in total in a non-equilibrium geometry.

Properties
<S²>: 2.01
HOMO (alpha / beta), Ha: -0.143 / -0.334
Multiplicity: 3
Max |F|, eV/A: 4.9
Frontier orbital gap (alpha / beta), eV: 4.083 / 7.993
Lowest unoccupied orbital energy (alpha / beta), eV: 0.19 / -1.09

```
21
Properties=species:S:1:pos:R:3:forces:R:3
C -3.4371 -0.3383 -0.7218 -3.700 -2.781 -1.734
C -2.3998 0.1641 -0.1613 1.850 2.314 0.364
C 2.4201 0.0261 -0.6878 -0.738 -1.394 0.164
C 1.4315 -0.9158 -1.4749 1.381 -0.733 1.878
C 1.9350 -0.2596 0.7494 1.325 0.968 0.218
C 0.5438 -0.7699 0.5849 -2.522 -1.406 1.563
C -1.6487 1.0465 0.5007 1.353 -0.964 -0.165
O 0.2154 -1.0223 -0.6752 2.139 -0.463 -0.781
O -0.4243 1.3998 0.0302 -2.051 0.125 -1.781
O -1.8332 1.4472 1.7386 1.470 1.890 1.505
O -0.2816 -1.0099 1.4468 1.291 0.386 -0.142
Br 1.9553 1.3148 1.9468 0.214 -0.321 -0.103
H -4.2340 0.1768 -1.2778 0.953 -0.255 -0.366
H 3.4487 -0.2701 -0.7540 0.483 -0.568 -0.275
H 2.4378 1.0174 -1.1003 -0.706 0.736 0.481
H 1.1256 -0.5282 -2.3774 -0.459 0.790 -2.098
H 1.9396 -1.9053 -1.6065 -0.867 0.580 0.112
H 2.6067 -0.9603 1.3108 -0.851 0.408 -0.750
H -3.5956 -1.4024 -0.5139 -0.683 0.261 0.300
H 0.0506 1.8942 0.6602 0.869 1.420 1.613
H -2.2557 0.8952 2.3825 -0.753 -0.993 -0.002
```
Positions in Å, forces in eV/Å.

6.
ORCA calculation (wB97M-V/def2-TZVPD) on a cluster of 2 separate species, C5H12NO in total.

Properties
HOMO, Ha: -0.096
Multiplicity: 1
Net charge: -1
Max |F|, eV/A: 0.4
Frontier orbital gap, eV: 6.893
Lowest unoccupied orbital energy, eV: 4.29
Relative energy (zero: lowest compared OMol25 entry of this formula, charge and spin), kcal per mole: 23.6

```
19
Properties=species:S:1:pos:R:3:forces:R:3
C 0.9970 -0.0967 0.8685 -0.258 0.060 -0.002
O -0.2247 0.3725 0.5367 0.130 0.046 0.082
C 1.0789 -0.5876 2.3249 -0.023 0.050 0.105
N 2.3618 -1.2395 2.6450 0.115 -0.114 -0.076
H 1.3441 -0.9537 0.2388 0.060 -0.066 -0.003
H 1.8077 0.6746 0.7672 0.180 -0.007 -0.005
H 0.8709 0.2716 2.9768 -0.051 0.031 0.009
H 0.2716 -1.3056 2.4871 0.024 -0.074 -0.084
H 3.1108 -0.5571 2.6526 -0.036 0.022 -0.035
H 2.3433 -1.6652 3.5628 -0.033 0.072 0.053
C -1.3305 -0.5386 -2.2141 -0.092 0.143 -0.141
C -1.9099 0.8182 -2.4865 0.079 -0.012 -0.048
C -1.5753 1.8774 -1.7628 -0.236 0.220 0.150
H -0.7495 -0.8884 -3.0771 -0.012 -0.038 0.096
H -0.7099 -0.4385 -1.3161 0.045 -0.213 0.075
H -2.1220 -1.2715 -2.0285 0.029 -0.034 -0.013
H -2.6207 0.9319 -3.3021 -0.036 -0.042 -0.118
H -2.0276 2.8467 -1.9732 0.108 -0.068 0.011
H -0.9162 1.7496 -0.9000 0.005 0.024 -0.057
```
Positions in Å, forces in eV/Å.

7.
ORCA calculation (wB97M-V/def2-TZVPD) on a structure of composition C2H8KN4O2 in a non-equilibrium geometry.

Properties
HOMO, Ha: -0.494
Multiplicity: 1
Net charge: +1
Max |F|, eV/A: 9.9
Frontier orbital gap, eV: 10.336
Lowest unoccupied orbital energy, eV: -3.11
Relative energy (zero: lowest compared OMol25 entry of this formula, charge and spin), kcal per mole: 89.6

```
17
Properties=species:S:1:pos:R:3:forces:R:3
K 22.3162 -22.2695 7.3513 -6.113 -7.218 -2.860
C 24.4087 -20.3839 8.0145 -2.259 1.671 3.998
O 23.5533 -21.2199 8.2482 5.766 2.115 4.371
N 25.1302 -20.2531 7.0013 3.638 -2.024 -6.716
N 24.5531 -19.3530 8.8008 0.504 2.497 2.487
H 25.0655 -20.9919 6.3157 0.181 0.337 -0.108
H 25.7572 -19.5006 6.7544 -0.299 -0.160 0.434
H 24.1912 -19.3774 9.7435 0.163 0.202 -0.264
H 25.3122 -18.7431 8.5326 -0.339 0.324 0.972
C 21.5183 -20.5696 5.7380 2.008 2.281 0.952
O 22.4216 -20.1505 6.4460 -0.326 1.970 -0.434
N 21.7569 -21.2632 4.6841 1.049 -3.123 -4.432
N 20.2522 -20.5178 5.9928 -3.921 0.582 1.654
H 20.9966 -21.8054 4.2993 0.444 0.104 -0.458
H 22.6472 -21.2728 4.2072 -0.211 0.102 0.233
H 19.9379 -20.0501 6.8310 -0.114 0.070 -0.294
H 19.5969 -20.7281 5.2535 -0.172 0.269 0.464
```
Positions in Å, forces in eV/Å.

8.
ORCA calculation (wB97M-V/def2-TZVPD) on the ion C5H11IN3 with charge +1 in a non-equilibrium geometry.

Properties
Structure (SMILES): CC(C)NCN=[N+]=CI
HOMO, Ha: -0.498
Multiplicity: 1
Net charge: +1
Max |F|, eV/A: 5.0
Frontier orbital gap, eV: 8.266
Lowest unoccupied orbital energy, eV: -5.27
Relative energy (zero: lowest compared OMol25 entry of this formula, charge and spin), kcal per mole: 116.8

```
20
Properties=species:S:1:pos:R:3:forces:R:3
C -1.0505 -1.1085 -0.4777 -0.211 1.292 -3.145
C -0.4224 0.1545 0.0191 0.836 0.499 -1.363
C -0.2383 1.2315 -1.0960 -4.044 -2.872 0.725
N 0.9614 -0.1911 0.3642 0.162 0.719 2.122
C 1.7255 0.6438 1.3158 1.115 0.406 -4.164
N 2.1918 -0.1549 2.4571 0.668 -0.056 1.160
N 1.7239 -1.2341 2.5846 -1.618 -1.187 -0.082
C 0.9078 -2.1376 2.1322 0.944 -0.065 -0.519
I 1.5666 -3.7482 1.0373 0.348 -0.012 -0.038
H -0.8003 -1.8627 0.1375 0.406 -2.747 2.446
H -2.1027 -1.1687 -0.7409 -0.135 0.575 0.314
H -0.5243 -1.3837 -1.4085 -0.163 0.069 0.016
H -0.9389 0.5093 0.8746 -0.407 0.659 0.902
H -1.2936 1.5083 -1.2951 0.806 0.482 -0.587
H 0.1994 0.7065 -1.9362 0.285 0.488 -0.292
H 0.2787 1.9726 -0.6246 1.578 2.415 0.395
H 1.3560 -0.3729 -0.5497 1.121 0.051 0.453
H 1.2223 1.5360 1.7889 0.278 -0.963 -0.657
H 2.7351 1.0154 0.7526 -2.291 -0.739 1.749
H -0.1035 -2.3748 2.4732 0.320 0.988 0.566
```
Positions in Å, forces in eV/Å.